# 1
ORCA calculation (ωB97M-V with the def2-TZVPD basis set) on a 2-piece molecular cluster, C2H7OPS2 overall in a non-equilibrium geometry.

Computed properties:
Multiplicity: 1
HOMO level (alpha / beta) in eV: -9.13 / -8.77

Last column: Löwdin charge in e.
Cartesian coordinates (Å):
C -0.67103 1.65517 1.48639  -0.05
C 2.07437 -0.63287 -0.11206  -0.29
O 0.29131 0.76081 0.79546  -0.52
P 0.22152 -0.70974 0.16902  0.37
S 0.09682 -2.20845 1.53681  0.19
S -2.71392 -0.77457 -1.93824  0.27
H -1.50814 1.77849 0.81029  0.08
H -0.26166 2.62421 1.85258  0.10
H -0.84130 1.05355 2.36042  0.07
H 2.16342 -1.56782 -0.81508  0.06
H 2.25374 0.37296 -0.50422  0.04
H 2.62098 -1.04091 0.75464  0.03
H -2.23364 -1.95078 -2.30620  -0.33



# 2
ORCA calculation (ωB97M-V with the def2-TZVPD basis set) on a 2-piece molecular cluster, C4H11N2 overall in a non-equilibrium geometry.

Computed properties:
Multiplicity: 1
HOMO level in eV: -13.10
Total charge: +1

Last column: Löwdin charge in e.
Cartesian coordinates (Å):
C 0.70137 -0.68947 -1.16012  -0.15
C -0.63748 -0.90823 -1.10648  -0.11
N -1.50608 0.02637 -0.38921  0.18
N 1.56435 -1.45675 -1.95576  0.07
H 1.17814 0.15301 -0.56675  0.14
H -1.14007 -1.73930 -1.56799  0.12
H -2.30830 -0.46880 -0.02085  0.17
H -1.06848 0.47046 0.41967  0.07
H -1.84685 0.76900 -1.00478  0.18
H 1.14485 -2.00171 -2.69774  0.10
H 2.40952 -0.94568 -2.23900  0.11
C 0.31235 1.74351 1.78959  -0.07
C 0.25844 0.49415 2.27383  -0.07
H 1.23127 2.36356 1.79109  0.08
H -0.62796 2.22738 1.42347  0.07
H 1.07613 -0.05862 2.63759  0.05
H -0.74119 0.02114 2.37345  0.07



# 3
ORCA calculation (ωB97M-V with the def2-TZVPD basis set) on one molecule with the formula C22H29N3O3S.

Computed properties:
SMILES string: CCN(CCCNS(=O)(=O)c1ccc2c(c1)CCN2C(C)=O)c1cccc(C)c1
Multiplicity: 1
HOMO level in eV: -7.23

Last column: Löwdin charge in e.
Cartesian coordinates (Å):
C 3.17275 2.53343 0.10034  -0.07
C 3.78037 1.62078 1.16956  -0.22
N 4.01968 0.26843 0.72368  -0.11
C 2.85570 -0.57727 0.59046  -0.17
C 2.49466 -0.87373 -0.87352  -0.15
C 1.07348 -1.41920 -1.01485  -0.24
N 0.04330 -0.41724 -0.83118  -0.12
S -0.48918 -0.05928 0.71861  0.65
O -0.19506 -1.17789 1.56525  -0.28
O -0.01512 1.24467 1.09957  -0.30
C -2.24381 0.01938 0.42856  -0.28
C -2.84389 1.22949 0.14329  -0.04
C -4.20382 1.29617 -0.12299  0.03
C -4.93089 0.11503 -0.09190  -0.13
C -4.31388 -1.10653 0.20242  -0.14
C -2.96425 -1.16438 0.46177  0.00
C -5.32612 -2.21215 0.17824  -0.08
C -6.64030 -1.48292 -0.15119  -0.11
N -6.29241 -0.07355 -0.31592  0.01
C -7.18922 0.90850 -0.63904  -0.47
C -8.61499 0.43968 -0.81258  0.01
O -6.86387 2.06722 -0.77728  0.07
C 5.23291 -0.12024 0.19939  -0.22
C 5.53598 -1.47672 0.01953  -0.04
C 6.76295 -1.86828 -0.47582  -0.09
C 7.72746 -0.93566 -0.80966  -0.08
C 7.45529 0.41634 -0.64168  -0.29
C 8.49497 1.43920 -0.99569  -0.05
C 6.22301 0.80842 -0.14881  0.01
H 3.74218 2.47566 -0.82515  0.07
H 3.17420 3.56323 0.44884  0.07
H 2.14229 2.24415 -0.09108  0.05
H 3.09037 1.57594 2.01846  0.12
H 4.72225 2.03601 1.53401  0.11
H 2.99654 -1.52117 1.12915  0.13
H 2.02041 -0.06270 1.06507  0.08
H 3.19875 -1.59508 -1.29066  0.11
H 2.58428 0.04568 -1.45775  0.12
H 0.88348 -2.18224 -0.25834  0.11
H 0.93432 -1.85885 -2.00828  0.12
H 0.22909 0.43675 -1.33570  0.11
H -2.23648 2.12017 0.14806  0.11
H -4.68749 2.23211 -0.34456  0.10
H -2.45739 -2.08456 0.70194  0.12
H -5.07502 -2.95607 -0.57902  0.12
H -5.37493 -2.72139 1.14122  0.12
H -7.36946 -1.59346 0.65680  0.12
H -7.08945 -1.86593 -1.07179  0.12
H -9.22966 1.30195 -1.05517  0.09
H -8.68684 -0.28692 -1.61891  0.08
H -8.98530 -0.01664 0.10270  0.08
H 4.82002 -2.23575 0.28985  0.10
H 6.96986 -2.92228 -0.59923  0.10
H 8.68424 -1.25096 -1.19887  0.10
H 8.88015 1.26152 -1.99880  0.08
H 8.08706 2.44627 -0.95120  0.07
H 9.33377 1.37699 -0.30215  0.08
H 6.03337 1.86577 -0.04933  0.10



# 4
ORCA calculation (ωB97M-V with the def2-TZVPD basis set) on a 5-piece molecular cluster, C6H20O5 overall in a non-equilibrium geometry.

Computed properties:
Multiplicity: 2
HOMO level (alpha / beta) in eV: 0.14 / -3.13
Total charge: -1
Expectation value of S²: 0.754

Last column: Löwdin charge in e.
Cartesian coordinates (Å):
O 1.66093 1.56180 -3.13852  -0.26
C 1.59603 0.28665 -2.98672  -0.49
C 2.16177 -0.31985 -1.70061  -0.25
C 1.05854 -0.90768 -0.79079  -0.25
C 0.30978 0.30201 -0.27100  -0.26
C -1.10858 0.02367 0.30172  -0.22
C -1.02534 -0.86525 1.57834  -0.12
H 0.72972 -0.27241 -3.39220  0.05
H 2.59561 0.54960 -1.18069  0.08
H 3.03796 -0.99849 -1.70639  0.07
H 0.19940 -1.42081 -1.25943  0.08
H 1.26232 -1.71443 -0.06818  0.09
H 0.92113 0.79278 0.49999  0.09
H 0.15239 0.99728 -1.09657  0.10
H -1.38398 1.05962 0.45612  0.07
H -1.62929 -0.75681 -0.28957  0.09
H -1.33445 -0.22300 2.42176  0.04
H -0.04022 -1.23006 1.85963  0.05
H -1.81175 -1.61600 1.63766  0.06
H -3.82548 0.93532 2.98253  0.03
H -2.97722 1.73126 2.08653  0.01
O -3.87844 1.37725 2.12838  -0.07
H -2.19173 -3.65195 -2.16351  0.03
H -2.54661 -2.22631 -1.77707  0.03
O -1.81772 -2.76713 -2.09734  -0.06
H -0.16709 2.64691 1.68022  0.05
H 0.32685 1.58833 2.66438  0.03
O -0.40008 2.19770 2.49978  -0.06
H 2.61281 -1.50876 2.75247  0.03
H 2.92130 -0.30029 1.67213  0.03
O 2.59106 -0.58513 2.52340  -0.06



# 5
ORCA calculation (ωB97M-V with the def2-TZVPD basis set) on a 2-piece molecular cluster, C10H16 overall in a non-equilibrium geometry.

Computed properties:
SMILES string: CCc1ccccc1.CC
Multiplicity: 1
HOMO level in eV: -8.84

Last column: Löwdin charge in e.
Cartesian coordinates (Å):
C -0.40152 -3.30722 -0.73200  -0.07
C 0.48395 -2.01723 -1.06749  -0.18
C -0.14785 -0.67188 -1.26460  -0.24
C -1.38901 -0.25320 -0.81419  -0.04
C -1.66325 1.11375 -0.65979  -0.11
C -0.78831 2.08497 -1.05237  -0.12
C 0.47735 1.71427 -1.53987  -0.10
C 0.71305 0.35200 -1.75169  -0.06
H -0.42635 -3.90680 -1.62853  0.06
H -1.37155 -2.98527 -0.34864  0.05
H 0.06780 -3.69808 0.16687  0.06
H 1.05472 -1.91042 -0.14837  0.10
H 1.06376 -2.27899 -1.95072  0.11
H -2.16268 -0.95942 -0.54495  0.10
H -2.35050 1.34671 0.15608  0.11
H -0.94849 3.12753 -0.79453  0.10
H 1.19976 2.41495 -1.93551  0.10
H 1.52043 0.23252 -2.46753  0.11
C 0.15397 1.33753 2.89846  -0.15
C 1.04234 1.07132 1.69600  -0.16
H 0.53640 2.04765 3.64410  0.06
H -0.78376 1.80453 2.59128  0.06
H 0.03775 0.42574 3.47745  0.06
H 1.87487 1.74107 1.49528  0.06
H 0.47386 0.95958 0.78080  0.01
H 1.73325 0.21438 1.79445  0.07



# 6
ORCA calculation (ωB97M-V with the def2-TZVPD basis set) on one molecule with the formula C4H5N5 in a non-equilibrium geometry.

Computed properties:
SMILES string: Nc1nnc2[nH]ccn12
Multiplicity: 1
HOMO level in eV: -8.19

Last column: Löwdin charge in e.
Cartesian coordinates (Å):
N -0.62725 1.19203 -2.24788  0.01
C -0.97557 0.34810 -1.05112  -0.29
N -1.95196 0.70908 -0.26741  0.02
N -1.73277 0.56278 1.13314  0.05
C -0.48269 0.25045 1.23896  -0.29
N 0.34154 -0.64483 2.04670  0.14
C 1.33412 -1.01524 1.24278  -0.19
C 1.30844 -0.73544 -0.10015  -0.01
N 0.12980 0.05805 -0.01065  0.01
H -0.74641 0.75136 -3.26164  0.10
H -1.10805 2.19250 -2.29790  0.12
H 0.27563 -1.12074 2.86655  0.11
H 2.24612 -1.33907 1.59261  0.09
H 1.98904 -1.20902 -0.88399  0.14



Ordered energy relative to the best compared isomer or geometry (same formula, charge and spin) results: 90.4, 58.7, 55.2, 54.6, 41.8, 83.9; unit kcal per mole.